Entry 1:
{"formula": "C4H6INS", "method": "wB97M-V/def2-TZVPD", "homo_ev": [-8.12, -8.12], "smiles": "C=[N+]([S-])C/C=C/I", "total_energy_ha": -906.539121, "lumo_energy_ev": [-0.32, -0.32], "charge": 0, "gap_ev": [7.807, 7.804], "elements": ["C", "N", "S", "C", "C", "C", "I", "H", "H", "H", "H", "H", "H"], "positions_angstrom": [[-0.951494, 0.711201, -1.117417], [-1.183062, -0.333947, -0.335330], [-2.506135, -1.238267, -0.443365], [-0.187882, -0.821221, 0.575326], [1.136688, -0.875945, -0.030815], [2.154051, -0.304981, 0.568192], [4.106914, -0.140945, -0.161882], [0.130443, 1.068156, -1.220551], [-1.600507, 1.011196, -1.914826], [-0.420305, -1.783245, 0.868742], [-0.201752, -0.371951, 1.560485], [1.243623, -1.145546, -1.081955], [2.185555, 0.261291, 1.452143]], "forces_ev_per_a": [[2.930, -0.751, 0.601], [0.550, 2.596, -1.998], [-2.633, -1.374, -0.007], [1.030, 0.488, 0.845], [1.086, 1.280, -0.804], [1.427, 0.079, -0.745], [-0.014, -0.234, -0.326], [-1.726, -0.306, 0.708], [-0.715, -0.190, 0.211], [-1.094, -2.242, -0.028], [0.027, 1.091, -0.068], [-0.150, -0.637, 0.342], [-0.717, 0.200, 1.269]]}

---

Entry 2:
{"formula": "C4H9OP", "method": "wB97M-V/def2-TZVPD", "homo_ev": -9.33, "smiles": "CC(=O)[C@H](C)P", "total_energy_ha": -574.344771, "lumo_energy_ev": 0.87, "charge": 0, "gap_ev": 10.192, "elements": ["C", "C", "O", "C", "C", "P", "H", "H", "H", "H", "H", "H", "H", "H", "H"], "positions_angstrom": [[0.849590, -1.674413, 0.915048], [0.725215, -1.058510, -0.444984], [1.385789, -1.375649, -1.425312], [-0.246360, 0.130427, -0.589813], [0.306556, 1.552527, -0.606661], [-1.726479, 0.225876, 0.656032], [0.117508, -2.493866, 0.860752], [0.539793, -0.982756, 1.687390], [1.823283, -2.130025, 1.091537], [-0.868031, 0.024547, -1.405837], [0.866059, 1.693168, 0.379709], [0.833314, 1.610138, -1.525288], [-0.489921, 2.233914, -0.437388], [-2.642569, 0.691626, -0.310051], [-1.473750, 1.552991, 1.154869]], "forces_ev_per_a": [[-0.237, -0.755, -0.647], [0.882, 1.418, -1.181], [-0.764, -0.006, 1.231], [-1.364, 0.295, 2.829], [1.156, -1.446, 2.274], [0.405, -0.281, 0.385], [0.023, 0.082, 0.436], [0.071, -0.003, 0.242], [-0.007, 0.214, -0.074], [-0.580, -0.652, -2.450], [0.184, -0.083, -1.625], [0.996, 1.009, -0.494], [-0.651, 0.718, -0.869], [-0.015, 0.074, -0.019], [-0.099, -0.583, -0.037]]}